Entry 1:
The following is a quantum chemistry calculation of 4 unconnected molecules or ions with the total composition C26H52FNO12, from OMol25.

maximum force	1.0	eV/A
multiplicity	1
calculated total energy	-56577.3129	eV
net charge	0
SMILES	CNCC1=C(CCF)C(=O)OC1=O.COCCOCCOC.COCCOCCOC.COCCOCCOC
orbital gap	0.316	Ha
HOMO	-9.0	eV
LUMO level	-0.419	eV

XYZ file:
```
92
C26H52FNO12 (wB97M-V/def2-TZVPD)
C 5.7864 0.0053 -1.9040
N 4.3728 0.1348 -2.2950
C 4.0303 1.4414 -2.8705
C 2.7300 1.9960 -2.3628
C 1.5477 1.4150 -2.1249
C 1.2026 -0.0339 -2.2479
C -0.1473 -0.2354 -2.9177
F -0.1116 0.3230 -4.1991
C 0.6200 2.5189 -1.7302
O -0.5645 2.6159 -1.8174
O 1.4154 3.5936 -1.3151
C 2.5888 3.4481 -2.0481
O 3.2661 4.3631 -2.4064
H 5.8882 0.0263 -0.8193
H 6.4117 0.8032 -2.3110
H 6.1972 -0.9365 -2.2658
H 4.2185 -0.5529 -3.0219
H 3.9497 1.3839 -3.9622
H 4.7992 2.1837 -2.6579
H 1.9750 -0.5129 -2.8437
H 1.1680 -0.5021 -1.2614
H -0.3831 -1.2965 -3.0165
H -0.9460 0.2492 -2.3572
C -7.4420 3.9900 2.6208
O -6.0513 3.7890 2.5354
C -5.6959 2.4243 2.6721
C -4.3159 2.1663 2.1133
O -4.2687 2.0586 0.7001
C -4.3303 3.2734 -0.0352
C -3.0373 4.0552 -0.0214
O -2.8993 4.7820 1.1917
C -1.5566 5.1196 1.4511
H -7.8340 3.6675 3.5929
H -7.6277 5.0556 2.5019
H -7.9684 3.4488 1.8256
H -6.4196 1.7885 2.1476
H -5.7024 2.1608 3.7395
H -3.9935 1.1886 2.4808
H -3.6041 2.9103 2.4726
H -5.1661 3.8952 0.2919
H -4.5191 2.9690 -1.0665
H -3.0351 4.7653 -0.8596
H -2.1986 3.3659 -0.1484
H -0.9373 4.2202 1.5591
H -1.5322 5.6776 2.3857
H -1.1379 5.7430 0.6528
C 5.8064 -5.1308 -3.5245
O 4.5427 -4.8597 -4.0862
C 3.8242 -3.8886 -3.3512
C 2.7305 -3.2756 -4.1958
O 3.1916 -2.2781 -5.0954
C 3.8485 -2.7221 -6.2752
C 2.9095 -3.2624 -7.3281
O 2.5248 -4.5907 -7.0227
C 1.3393 -4.9701 -7.6845
H 5.7147 -5.5243 -2.5056
H 6.2894 -5.8785 -4.1496
H 6.4306 -4.2293 -3.5058
H 4.5017 -3.0958 -3.0065
H 3.3707 -4.3683 -2.4722
H 2.0543 -2.7439 -3.5212
H 2.1517 -4.0476 -4.7057
H 4.6317 -3.4469 -6.0452
H 4.3236 -1.8287 -6.6853
H 3.4209 -3.2525 -8.3007
H 2.0268 -2.6144 -7.3894
H 0.4990 -4.3335 -7.3837
H 1.1207 -5.9977 -7.4020
H 1.4557 -4.9182 -8.7731
C -2.1081 2.4377 5.1914
O -2.0832 1.0330 5.3105
C -1.0321 0.4532 4.5599
C -0.7218 -0.9409 5.0540
O 0.0656 -0.9730 6.2336
C -0.5939 -0.6886 7.4577
C -1.4443 -1.8252 7.9767
O -2.6914 -1.8712 7.3059
C -3.3100 -3.1320 7.4119
H -2.2559 2.7389 4.1497
H -2.9382 2.8074 5.7899
H -1.1782 2.8826 5.5653
H -0.1280 1.0703 4.6331
H -1.3355 0.3987 3.5039
H -0.1078 -1.4287 4.2938
H -1.6388 -1.5222 5.1710
H -1.1780 0.2314 7.3913
H 0.2108 -0.5264 8.1776
H -1.6234 -1.6753 9.0508
H -0.9041 -2.7700 7.8399
H -2.6916 -3.9144 6.9561
H -4.2573 -3.0787 6.8793
H -3.5055 -3.3949 8.4582
```

Charges obtained by Mulliken population analysis, quoted in units of e:
1 C -0.892
2 N -0.191
3 C -0.407
4 C 0.428
5 C 0.384
6 C 0.795
7 C -0.438
8 F -0.329
9 C -0.363
10 O -0.548
11 O -0.238
12 C 0.058
13 O -0.546
14 H 0.304
15 H 0.347
16 H 0.269
17 H -0.008
18 H 0.238
19 H 0.437
20 H -0.462
21 H 0.368
22 H 0.385
23 H 0.333
24 C -0.814
25 O -0.240
26 C -0.749
27 C 0.014
28 O -0.506
29 C -0.428
30 C -0.366
31 O -0.326
32 C -0.692
33 H 0.317
34 H 0.236
35 H 0.329
36 H 0.357
37 H 0.443
38 H 0.338
39 H -0.046
40 H 0.167
41 H 0.458
42 H 0.501
43 H 0.121
44 H 0.246
45 H 0.254
46 H 0.311
47 C -0.750
48 O -0.271
49 C -0.233
50 C -0.393
51 O -0.284
52 C -0.530
53 C -0.621
54 O -0.278
55 C -0.763
56 H 0.321
57 H 0.249
58 H 0.291
59 H 0.024
60 H 0.426
61 H 0.236
62 H 0.348
63 H 0.261
64 H 0.378
65 H 0.424
66 H 0.354
67 H 0.328
68 H 0.235
69 H 0.318
70 C -0.611
71 O -0.227
72 C -0.427
73 C -0.545
74 O -0.451
75 C -0.341
76 C -0.595
77 O -0.230
78 C -0.778
79 H 0.112
80 H 0.260
81 H 0.390
82 H 0.373
83 H 0.337
84 H 0.389
85 H 0.235
86 H 0.160
87 H 0.391
88 H 0.419
89 H 0.349
90 H 0.322
91 H 0.235
92 H 0.316

---

Entry 2:
The following is a quantum chemistry calculation of a molecular structure, C26H52N5O9PSTi, from OMol25.

maximum force	0.5	eV/A
multiplicity	1
calculated total energy	-96914.0527	eV
net charge	+2
energy above the lowest of the compared OMol25 structures with the same formula, charge and spin	11.4	kcal/mol
orbital gap	0.200	Ha
HOMO	-12.5	eV
LUMO level	-7.014	eV

XYZ file:
```
95
C26H52N5O9PSTi (wB97M-V/def2-TZVPD)
Ti -0.6025 -0.7925 1.7022
C -0.0164 -3.7002 3.3528
C 1.2641 -3.0698 2.8479
O 0.9838 -2.3022 1.6568
C 1.0109 -2.9756 0.3850
C -0.3937 -3.3981 0.0114
O -1.3023 -2.3253 0.3537
C -2.6609 -2.8120 0.4853
C -3.4771 -1.7347 1.1573
O -2.6725 -1.1170 2.1790
C -2.9221 -1.4858 3.5591
C -2.2460 -2.8136 3.8207
O -1.0000 -2.6974 3.1381
H 0.0782 -3.9376 4.4144
H -0.2868 -4.6122 2.8121
H 2.0404 -3.8035 2.6365
H 1.6297 -2.3427 3.5683
H 1.6685 -3.8433 0.4353
H 1.4167 -2.2571 -0.3226
H -0.7029 -4.2839 0.5684
H -0.4665 -3.6090 -1.0566
H -2.6237 -3.7294 1.0757
H -3.0581 -3.0333 -0.5058
H -4.3847 -2.1513 1.5929
H -3.7099 -0.9473 0.4479
H -3.9953 -1.5195 3.7377
H -2.4823 -0.6905 4.1578
H -2.8100 -3.6601 3.4173
H -2.0966 -2.9630 4.8917
O 0.7635 2.0679 3.2022
S -0.3129 1.1663 3.4152
O -1.1494 1.2715 4.5547
O 0.2196 -0.3325 3.3136
O -1.1630 0.9993 2.1174
C -3.5267 1.4696 -0.9391
C -3.8107 2.3356 -2.1952
N -3.5766 1.5475 -3.4022
C -4.4252 0.3599 -3.3761
C -4.0526 -0.5222 -2.1506
N -3.0176 0.1467 -1.3423
C -1.8249 0.3205 -2.1764
C -2.1804 1.1378 -3.4513
H -4.4358 1.3142 -0.3525
H -2.7927 1.9345 -0.2778
H -3.1629 3.2134 -2.2263
H -4.8413 2.6902 -2.2056
H -4.2911 -0.1870 -4.3099
H -5.4661 0.6801 -3.3291
H -3.6604 -1.4921 -2.4705
H -4.9265 -0.7038 -1.5186
H -1.4431 -0.6740 -2.4263
H -1.0670 0.8303 -1.5795
H -2.0268 0.5502 -4.3582
H -1.5607 2.0348 -3.5275
O 0.5102 -0.1131 0.3925
P 1.6958 0.7221 -0.2149
N 1.0851 2.0566 -0.8806
C 1.6591 2.7265 -2.0725
C 1.3077 4.1947 -1.8506
C -0.0320 4.1200 -1.1241
C 0.1658 2.9661 -0.1460
N 2.7812 1.0730 0.9179
C 3.3107 0.1345 1.9284
C 4.0433 1.0489 2.9072
C 4.5563 2.1724 2.0098
C 3.3815 2.4255 1.0711
N 2.3900 -0.2042 -1.3601
C 3.8637 -0.2606 -1.5587
C 4.0101 -1.0104 -2.8797
C 2.7677 -0.5913 -3.6611
C 1.6767 -0.6036 -2.5948
H 1.1820 2.3476 -2.9806
H 2.7331 2.5560 -2.1519
H 1.2607 4.7473 -2.7864
H 2.0545 4.6675 -1.2099
H -0.8296 3.8811 -1.8314
H -0.2933 5.0454 -0.6157
H -0.7594 2.4497 0.1005
H 0.6159 3.3016 0.7899
H 4.0029 -0.5760 1.4651
H 2.5030 -0.4172 2.4041
H 4.8370 0.5294 3.4394
H 3.3333 1.4495 3.6320
H 5.4321 1.8434 1.4472
H 4.8237 3.0674 2.5670
H 3.6948 2.8302 0.1082
H 2.6638 3.1060 1.5306
H 4.3483 -0.7761 -0.7314
H 4.2871 0.7443 -1.6308
H 4.0011 -2.0881 -2.7050
H 4.9388 -0.7592 -3.3870
H 2.5380 -1.2514 -4.4949
H 2.8949 0.4201 -4.0522
H 1.2537 -1.6085 -2.4842
H 0.8603 0.0823 -2.8153
```

Charges obtained by Mulliken population analysis, quoted in units of e:
1 Ti -1.437
2 C -0.966
3 C -0.491
4 O -0.168
5 C 0.063
6 C -0.935
7 O 0.458
8 C -1.110
9 C -0.066
10 O -0.115
11 C -0.448
12 C -0.667
13 O 0.235
14 H 0.604
15 H 0.224
16 H 0.574
17 H 0.257
18 H 0.861
19 H -0.860
20 H 0.305
21 H 0.615
22 H 0.462
23 H 0.613
24 H 0.584
25 H -0.262
26 H 0.554
27 H 0.080
28 H 0.292
29 H 0.556
30 O -0.632
31 S 1.083
32 O -0.668
33 O -0.189
34 O -0.227
35 C -0.151
36 C -1.005
37 N -0.107
38 C -1.086
39 C -0.558
40 N 0.437
41 C -0.240
42 C -1.073
43 H 0.599
44 H 0.019
45 H 0.336
46 H 0.298
47 H 0.368
48 H 0.339
49 H 0.412
50 H 0.502
51 H 0.561
52 H -0.593
53 H 0.257
54 H 0.396
55 O 3.000
56 P -2.704
57 N 0.987
58 C -0.300
59 C -0.868
60 C -0.452
61 C 0.497
62 N 0.953
63 C 0.262
64 C -0.940
65 C -0.753
66 C -0.426
67 N 0.315
68 C -0.359
69 C -0.842
70 C -0.769
71 C 0.480
72 H 0.316
73 H 0.213
74 H 0.461
75 H 0.306
76 H -0.114
77 H 0.480
78 H -0.870
79 H 0.523
80 H 0.452
81 H -0.687
82 H 0.469
83 H 0.279
84 H 0.326
85 H 0.401
86 H 0.244
87 H 0.302
88 H 0.164
89 H 0.397
90 H 0.289
91 H 0.436
92 H 0.431
93 H 0.261
94 H 0.226
95 H -0.273